[1]
One molecule with the formula C5H8O5. Source: the Open Molecules 2025 dataset; level of theory: wB97M-V/def2-TZVPD.

The calculation puts the molecular weight at 148.11 g/mol. As for the structure (SMILES): C=C(O)C(=O)[C@H](O)C(O)O. The orbital gap is 9.777 eV. Its energy relative to the best compared isomer or geometry (same formula, charge and spin) is 123.08 kcal per mole.

Geometry (Å):
C1 1.3980 0.3552 0.4327
C2 0.4730 -0.4443 -0.6841
C3 -0.7980 -0.9091 -0.0883
C4 -1.9175 0.1939 -0.1134
C5 -1.8150 1.4133 -0.5275
H1 1.7883 -0.0194 2.0987
H2 0.8666 1.2137 0.5732
H3 3.1850 0.5527 0.3993
H4 0.1719 0.2078 -1.4512
H5 2.2160 -1.3247 -1.1876
H6 -3.0178 -1.4059 0.7444
H7 -2.8256 2.0262 -0.4380
H8 -1.0185 1.8875 -0.6803
O1 1.5036 -0.4436 1.4742
O2 2.6240 0.6503 -0.2448
O3 1.2631 -1.6550 -1.0359
O4 -1.0696 -1.9747 0.2525
O5 -3.0277 -0.3241 0.4761

Atoms 1-2, force components in eV/Å:
-1.625 -1.829 -5.643
3.683 -2.312 2.301

[2]
One molecule with the formula C5H8OS. Source: the Open Molecules 2025 dataset; level of theory: wB97M-V/def2-TZVPD.

The calculation puts the molecular weight at 116.18 g/mol. As for the structure (SMILES): CS[C@@H]1C=CCO1. The orbital gap is 9.684 eV. Its energy relative to the best compared isomer or geometry (same formula, charge and spin) is 25.53 kcal per mole.

Geometry (Å):
C1 0.9083 -0.2101 1.9367
C2 0.7591 0.8300 -0.5858
C3 -0.4825 -1.0592 -1.2973
C4 -1.4370 0.0387 -0.7962
C5 -0.7451 1.0970 -0.4039
H1 -0.1916 0.0044 1.8047
H2 1.1246 -0.0941 3.0189
H3 1.1163 -1.2085 1.6024
H4 1.1726 1.4836 -1.3461
H5 -0.6527 -1.3688 -2.3591
H6 -0.5065 -1.9693 -0.6366
H7 -2.5147 -0.0257 -0.8529
H8 -1.1547 1.9661 0.1351
O1 0.8082 -0.4804 -1.1367
S1 1.7958 0.9962 0.9168

Atoms 1-2, force components in eV/Å:
-1.401 0.885 0.418
-0.992 -0.195 -0.047

[3]
One molecule with the formula C5H8OS. Source: the Open Molecules 2025 dataset; level of theory: wB97M-V/def2-TZVPD.

The calculation puts the molecular weight at 116.18 g/mol. The orbital gap is 10.073 eV. Its energy relative to the best compared isomer or geometry (same formula, charge and spin) is 83.04 kcal per mole.

Geometry (Å):
O1 -1.5165 2.8917 1.8853
C1 1.8977 1.4644 1.7592
C2 0.7041 1.4268 1.8189
S1 -1.1102 1.4521 1.9453
C3 -1.7322 -1.1505 -1.4081
C4 -1.6865 0.8407 0.2945
C5 -1.0252 -0.4305 -0.2146
H1 2.9233 1.5988 1.7348
H2 -1.7322 -0.4816 -2.3243
H3 -2.7069 -1.4094 -1.0703
H4 -1.3332 -2.1263 -1.8633
H5 -1.4227 1.6570 -0.4371
H6 -2.7339 0.6729 0.4079
H7 -1.0268 -1.1482 0.6002
H8 -0.0228 -0.2210 -0.5205

Atoms 1-2, force components in eV/Å:
0.287 -0.943 0.347
-0.852 0.107 0.142

[4]
C5H8OS as an isolated structure. Source: the Open Molecules 2025 dataset; level of theory: wB97M-V/def2-TZVPD.

The calculation puts the molecular weight at 116.18 g/mol. The orbital gap is 8.725 eV. Its energy relative to the best compared isomer or geometry (same formula, charge and spin) is 76.18 kcal per mole.

Geometry (Å):
C1 2.0791 0.2518 0.8286
C2 0.0041 -0.3857 -1.1771
C3 -1.0098 -1.3937 -0.7567
C4 0.0808 0.0556 0.2671
C5 -0.6360 1.1823 0.7831
O1 2.9965 0.0298 0.1255
S1 -0.3773 -1.5819 0.8934
H1 2.1869 0.6617 1.8069
H2 0.8807 -0.6880 -1.6738
H3 -0.5110 0.3239 -1.8719
H4 -1.9206 -0.8400 -0.6245
H5 -1.1274 -2.3462 -1.3373
H6 -1.4713 1.3528 0.1641
H7 -0.1657 2.1482 0.7061
H8 -1.0090 1.2292 1.8665

Atoms 1-2, force components in eV/Å:
-3.304 -0.025 -2.033
-2.109 2.021 -0.558

[5]
One molecule with the formula C5H8OS2. Source: the Open Molecules 2025 dataset; level of theory: wB97M-V/def2-TZVPD.

The calculation puts the molecular weight at 148.25 g/mol. As for the structure (SMILES): CS/C(C)=C/OC=S. The orbital gap is 8.825 eV. Its energy relative to the best compared isomer or geometry (same formula, charge and spin) is 30.87 kcal per mole.

Geometry (Å):
C1 -2.7395 -0.3160 0.7513
C2 -0.2474 0.0239 -0.4006
C3 -0.2738 1.5258 -0.4137
C4 0.8719 -0.6934 -0.2897
C5 3.2029 -0.8146 -0.1223
H1 -2.9770 0.7715 0.6575
H2 -2.2521 -0.5279 1.6978
H3 -3.6805 -0.8581 0.6914
H4 -0.7223 1.8517 -1.3617
H5 0.7552 1.9496 -0.3359
H6 -0.8772 1.9066 0.4185
H7 0.9181 -1.7847 -0.2741
H8 2.9832 -1.8702 -0.1312
O1 2.0994 -0.0663 -0.2222
S1 -1.7494 -0.8938 -0.6404
S2 4.6883 -0.2042 -0.0247

Atoms 1-2, force components in eV/Å:
-0.278 0.939 -0.218
0.321 -0.272 0.183

[6]
A 2-piece molecular cluster, C5H8OS2 overall. Source: the Open Molecules 2025 dataset; level of theory: wB97M-V/def2-TZVPD.

The calculation puts the molecular weight at 148.25 g/mol. As for the structure (SMILES): CC/C=C1\SC1=O.S. The orbital gap is 8.607 eV. Its energy relative to the best compared isomer or geometry (same formula, charge and spin) is 44.47 kcal per mole.

Geometry (Å):
C1 -1.9582 -0.3590 0.3767
C2 0.3144 -0.6964 -0.9295
C3 -0.6425 -0.4088 -0.0612
C4 2.3607 -1.1613 0.4497
C5 1.7566 -0.3625 -0.7085
O1 -3.1263 -0.5145 0.2991
S1 -0.7995 0.3736 1.5489
S2 -3.0252 3.1479 0.6860
H1 0.0333 -1.2102 -1.8397
H2 1.8682 -0.9094 1.3855
H3 3.4203 -0.9304 0.5436
H4 2.2531 -2.2304 0.2774
H5 2.3169 -0.5601 -1.6220
H6 1.8441 0.7014 -0.4743
H7 -3.7175 2.0131 0.7071
H8 -2.8984 3.1071 -0.6388

Atoms 1-2, force components in eV/Å:
-0.631 0.225 0.534
-0.234 -0.049 -0.172

[7]
C5H8OSe as an isolated structure. Source: the Open Molecules 2025 dataset; level of theory: wB97M-V/def2-TZVPD.

The calculation puts the molecular weight at 163.08 g/mol. The orbital gap is 8.639 eV. Its energy relative to the best compared isomer or geometry (same formula, charge and spin) is 22.92 kcal per mole.

Geometry (Å):
C1 -2.6088 1.1125 -0.0617
C2 1.4572 -0.8126 0.3548
C3 1.5534 0.2883 -0.7356
C4 0.0865 -0.6458 1.1718
C5 -1.8551 0.6157 -0.9564
O1 -3.3131 1.3783 0.8564
Se1 -1.2355 -1.0977 -0.2932
H1 1.1970 1.2838 -0.2449
H2 1.6008 -1.7937 0.0082
H3 2.2379 -0.6225 1.1799
H4 2.5097 0.3458 -1.1822
H5 0.7946 0.0861 -1.5335
H6 -0.3689 -1.3109 1.9008
H7 -0.1675 0.3850 1.6225
H8 -1.8881 0.7877 -2.0868

Atoms 1-2, force components in eV/Å:
-3.316 0.800 3.484
0.132 2.820 3.714

[8]
One molecule with the formula C5H8S. Source: the Open Molecules 2025 dataset; level of theory: wB97M-V/def2-TZVPD.

The calculation puts the molecular weight at 100.19 g/mol. As for the structure (SMILES): C/C=C/CC=S. The orbital gap is 8.493 eV. Its energy relative to the best compared isomer or geometry (same formula, charge and spin) is 35.42 kcal per mole.

Geometry (Å):
C1 3.0968 -0.7413 -0.0788
C2 1.6466 -0.4094 0.1269
C3 1.1842 0.8529 0.0097
C4 -0.2739 1.2834 -0.2615
C5 -1.2168 0.3996 0.4555
H1 3.1952 -1.6206 -0.6978
H2 3.5430 -0.9392 0.8704
H3 3.6177 0.1297 -0.5528
H4 0.9284 -1.2655 0.3479
H5 1.8213 1.7277 0.1963
H6 -0.4054 1.3641 -1.3531
H7 -0.4208 2.3150 0.1458
H8 -1.1167 0.5704 1.5342
S1 -2.3615 -0.6620 -0.1251

Atoms 1-2, force components in eV/Å:
-0.201 1.251 -0.020
-1.295 0.280 -0.185

[9]
One molecule with the formula C5H8S. Source: the Open Molecules 2025 dataset; level of theory: wB97M-V/def2-TZVPD.

The calculation puts the molecular weight at 100.19 g/mol. As for the structure (SMILES): C=C(C)C(C)=S. The orbital gap is 7.852 eV. Its energy relative to the best compared isomer or geometry (same formula, charge and spin) is 21.61 kcal per mole.

Geometry (Å):
C1 -0.3924 0.1357 -1.4002
C2 0.6254 0.1047 -0.2911
C3 1.9557 0.2729 -0.5397
C4 0.0843 -0.0114 1.0751
C5 -1.3714 -0.5012 1.2313
H1 -0.9279 1.0647 -1.2346
H2 0.1287 0.2199 -2.3929
H3 -1.1159 -0.6823 -1.4239
H4 2.7127 0.2954 0.2637
H5 2.3998 0.5034 -1.5047
H6 -1.5715 -0.6285 2.2809
H7 -1.4415 -1.4370 0.7098
H8 -2.0589 0.2398 0.8093
S1 0.9728 0.4240 2.4169

Atoms 1-2, force components in eV/Å:
0.836 0.535 -0.978
1.470 -0.151 -0.633

[10]
A 3-piece molecular cluster, C5H8S overall. Source: the Open Molecules 2025 dataset; level of theory: wB97M-V/def2-TZVPD.

The calculation puts the molecular weight at 100.19 g/mol. The orbital gap is 8.862 eV. Its energy relative to the best compared isomer or geometry (same formula, charge and spin) is 53.60 kcal per mole.

Geometry (Å):
C1 -1.9177 -0.7875 0.7545
C2 0.1205 0.4600 -0.2735
C3 -1.2776 -0.0730 1.6607
C4 0.0103 0.5734 1.1988
C5 0.8152 1.1595 -1.1835
S1 -1.1861 -0.6280 -0.9228
H1 -2.8583 -1.2662 0.8379
H2 -1.5777 0.2136 2.7129
H3 2.4245 -2.0912 -2.8801
H4 0.8450 0.1417 1.7183
H5 0.1647 1.6414 1.4974
H6 1.6662 1.7562 -0.9170
H7 0.4669 1.1416 -2.1581
H8 2.3040 -2.2415 -2.0454

Atoms 1-2, force components in eV/Å:
0.791 0.968 -1.374
-0.936 0.114 -1.833

[11]
One molecule with the formula C5H8S. Source: the Open Molecules 2025 dataset; level of theory: wB97M-V/def2-TZVPD.

The calculation puts the molecular weight at 100.19 g/mol. As for the structure (SMILES): CC(C)=CC=S. The orbital gap is 7.671 eV. Its energy relative to the best compared isomer or geometry (same formula, charge and spin) is 84.20 kcal per mole.

Geometry (Å):
C1 0.6052 -2.2500 -0.6047
C2 -0.5242 -1.2445 -0.2649
C3 -1.8184 -1.9665 0.1449
C4 -0.4134 0.1194 0.0571
C5 0.7920 0.8703 -0.0658
H1 0.9350 -2.6816 0.5633
H2 1.4669 -1.7763 -1.0353
H3 0.0422 -3.2251 -1.1899
H4 -2.5269 -0.9501 -0.2117
H5 -1.8727 -2.9391 -0.6556
H6 -1.9521 -2.3554 1.3163
H7 -1.2050 0.6330 0.5010
H8 1.7814 0.5777 -0.5110
S1 0.7178 2.4716 0.3515

Atoms 1-2, force components in eV/Å:
-2.268 -2.136 2.532
0.813 0.238 2.504

[12]
One molecule with the formula C5H8S3. Source: the Open Molecules 2025 dataset; level of theory: wB97M-V/def2-TZVPD.

The calculation puts the molecular weight at 164.32 g/mol. As for the structure (SMILES): C1=C\SCSCCS/1. The orbital gap is 8.893 eV. Its energy relative to the best compared isomer or geometry (same formula, charge and spin) is 67.03 kcal per mole.

Geometry (Å):
C1 0.2933 -1.0108 -0.8386
C2 -1.1230 -1.4164 -0.1418
C3 -1.3878 1.4543 0.0192
C4 -0.1257 1.8133 -0.3463
C5 1.6044 0.0214 1.3512
H1 0.3587 -1.8183 -1.5300
H2 0.2532 0.0135 -1.3186
H3 -1.7580 -1.5976 -0.8904
H4 -1.2845 -2.3262 0.5243
H5 -2.1030 1.7315 -0.8029
H6 0.1476 2.7435 -1.0999
H7 0.6810 0.0163 1.8743
H8 2.6060 0.2716 1.8588
S1 -1.5918 -0.1073 0.9708
S2 1.6293 1.5750 0.1950
S3 1.8004 -1.3637 0.1750

Atoms 1-2, force components in eV/Å:
-1.024 -1.827 1.400
3.663 1.046 2.338

[13]
C5H8S3 as an isolated structure. Source: the Open Molecules 2025 dataset; level of theory: wB97M-V/def2-TZVPD.

The calculation puts the molecular weight at 164.32 g/mol. The orbital gap is 8.163 eV. Its energy relative to the best compared isomer or geometry (same formula, charge and spin) is 107.80 kcal per mole.

Geometry (Å):
C1 -1.4245 -0.8623 -0.5127
C2 -0.4883 0.3781 -0.2476
C3 0.3516 -0.1745 1.1136
C4 1.5183 0.5173 0.4080
C5 0.9545 0.6680 -0.9120
H1 -0.6293 -1.5105 -1.0537
H2 -2.7028 -0.7160 -1.1200
H3 -1.6908 -1.1980 0.6681
H4 -1.1037 1.3348 0.1382
H5 0.6141 -1.1493 1.3962
H6 -1.2627 0.2240 2.9491
H7 1.0540 1.5905 -1.5442
H8 0.4238 -0.6229 -2.9372
S1 0.1398 0.7445 2.7082
S2 2.7895 1.4207 0.9292
S3 1.4562 -0.6444 -1.9833

Atoms 1-2, force components in eV/Å:
-1.956 0.195 0.588
-1.640 -0.031 3.450

[14]
C5H8S3 as an isolated structure. Source: the Open Molecules 2025 dataset; level of theory: wB97M-V/def2-TZVPD.

The calculation puts the molecular weight at 164.32 g/mol. The orbital gap is 8.036 eV. Its energy relative to the best compared isomer or geometry (same formula, charge and spin) is 23.89 kcal per mole.

Geometry (Å):
C1 -0.2920 2.4477 0.5511
C2 -0.9329 -0.2132 -0.0072
C3 0.4228 -0.5127 0.6826
C4 0.4103 -1.8296 1.4422
C5 1.5321 -0.6485 -0.3785
H1 -0.6295 3.4626 0.4338
H2 0.6185 2.3531 0.0114
H3 -0.1259 2.3053 1.6480
H4 0.7010 0.3186 1.3289
H5 0.4123 -2.7109 0.7956
H6 -0.5488 -1.9806 1.9911
H7 1.3144 -1.9543 2.1395
H8 1.4970 -1.5327 -1.0737
S1 -1.5969 1.3255 -0.0696
S2 -1.8454 -1.3691 -0.7033
S3 2.8122 0.3109 -0.5405

Atoms 1-2, force components in eV/Å:
-0.619 -0.340 1.517
0.779 -1.274 0.165

[15]
C5H9AlO3 as an isolated structure. Source: the Open Molecules 2025 dataset; level of theory: wB97M-V/def2-TZVPD.

The calculation puts the molecular weight at 144.11 g/mol. Its charge is +1. As for the spin multiplicity: 2. The orbital gap (spin up / spin down) is 9.261 / 8.271 eV. Its energy relative to the best compared isomer or geometry (same formula, charge and spin) is 0.00 kcal per mole.

Geometry (Å):
O1 0.7913 1.3503 -0.4999
C1 0.2711 0.2978 -0.1172
O2 -0.9410 0.0580 -0.5460
C2 -1.9492 -0.5413 0.3000
C3 1.0886 -0.9342 0.5552
H1 0.4149 -1.5780 1.1508
C4 1.9617 -1.7613 -0.3805
H2 1.4546 -2.6722 -0.7271
H3 2.2102 -1.2035 -1.2942
H4 2.8767 -2.0569 0.1539
C5 -3.2355 0.2189 0.1024
H5 -1.6068 -0.4823 1.3416
H6 -2.0610 -1.5968 0.0292
H7 -3.2242 1.1662 0.6561
H8 -4.0660 -0.3929 0.4789
H9 -3.4116 0.4248 -0.9614
Al1 2.1992 1.4338 0.6327
O3 1.7248 -0.0260 1.3937

Atoms 1-2, force components in eV/Å:
0.922 0.930 0.160
-3.264 -5.470 -2.690

[16]
C5H9BF3N3O4Pt as an isolated structure. Source: the Open Molecules 2025 dataset; level of theory: wB97M-V/def2-TZVPD.

The calculation puts the molecular weight at 438.03 g/mol. As for the spin multiplicity: 3. The orbital gap (spin up / spin down) is 9.245 / 7.566 eV.

Geometry (Å):
Pt1 -0.7659 0.5793 -1.6708
C1 0.4946 -0.7316 2.7692
O1 1.3762 -0.5078 1.6838
C2 0.8111 -0.3285 0.4847
O2 -0.3300 -0.5713 0.1959
N1 1.7766 0.1328 -0.4290
N2 1.3826 0.4937 -1.7528
H1 1.0712 -0.9260 3.5817
H2 -0.0607 -1.7019 2.6639
H3 -0.0704 0.1180 2.9304
H4 2.5485 0.6744 -0.1134
H5 1.8380 -0.0809 -2.4316
H6 1.6030 1.5168 -1.8071
F1 -2.0972 -3.5442 -0.0631
C3 -2.1810 -3.3714 -1.3929
F2 -1.0318 -3.9648 -1.7774
F3 -3.2334 -3.9848 -1.8667
C4 -2.1739 -1.8462 -1.7163
O3 -3.0840 -1.1623 -1.3236
O4 -1.0803 -1.4282 -2.2720
B1 0.7543 3.7358 1.1338
C5 0.0691 3.1678 -0.1592
N3 -0.4202 2.5050 -0.9742
H7 1.9185 3.7866 0.9131
H8 0.2867 4.6197 1.4392
H9 0.5985 2.8200 1.9544

Atoms 1-2, force components in eV/Å:
-1.697 -0.538 -0.427
-1.095 -2.622 -1.575